Formula: C6H9N2
Source: the Open Molecules 2025 dataset
Level of theory: wB97M-V/def2-TZVPD

Calculated values
- largest force on an atom (eV/A) = 6.3
- highest occupied orbital energy (eV) = -14.26
- total energy (a.u.) = -343.16549
- net charge = +1
- energy relative to the best compared isomer or geometry (same formula, charge and spin) (eV) = 4.2446

Atoms and positions in Å:
C -1.7465 0.6337 -0.4395
C -0.8395 -0.0748 0.5475
C -0.3767 -1.4044 0.0191
C 1.0726 -1.1068 -0.0223
C 2.3475 -0.7757 -0.3257
N 2.6191 0.5888 -0.0453
C 1.5309 1.3006 0.2342
N 0.5591 0.4938 0.5869
H -2.6970 0.7958 -0.0235
H -1.7464 -0.0902 -1.3162
H -1.2585 1.4749 -0.8088
H -1.1989 -0.0382 1.5195
H -0.6469 -1.8208 -0.9526
H -0.7386 -2.1700 0.7544
H 3.0936 -1.3364 -0.7110
H 3.4388 0.9423 -0.3720
H 1.6497 2.2923 0.5022

Cartesian forces (eV/Å) of the 2 atoms listed first:
0.937 -2.787 -1.243
0.664 1.561 -2.589


Formula: H12O5S
Source: the Open Molecules 2025 dataset
Level of theory: wB97M-V/def2-TZVPD

Calculated values
- largest force on an atom (eV/A) = 1.7
- highest occupied orbital energy (eV) = -9.15
- total energy (a.u.) = -781.55452
- net charge = 0
- energy relative to the best compared isomer or geometry (same formula, charge and spin) (eV) = 0.8611

Atoms and positions in Å:
O 1.0975 -2.1431 0.9994
H 1.1281 -2.4854 1.8914
H 1.5335 -1.2433 0.8797
O -1.7942 -1.2665 0.8628
H -0.9018 -1.5345 1.1127
H -1.6937 -1.1634 -0.1071
O 2.1063 0.5187 0.5588
H 2.4617 0.7465 1.4183
H 1.7992 1.2797 0.0746
O -1.8238 0.4493 -1.4027
H -1.7775 -0.2299 -2.0876
H -0.8517 0.6246 -1.4211
O 0.7372 0.5711 -2.1030
H 1.5246 1.1101 -2.2164
H 0.4173 0.4637 -3.0269
S -0.9368 1.8969 1.7802
H -1.4652 1.6354 0.5248
H -1.5605 0.7703 2.2621

Cartesian forces (eV/Å) of the 2 atoms listed first:
0.190 1.072 -0.949
0.392 0.410 0.283


Formula: C2H4N2O
Source: the Open Molecules 2025 dataset
Level of theory: wB97M-V/def2-TZVPD

Calculated values
- largest force on an atom (eV/A) = 5.1
- highest occupied orbital energy (eV) = -10.97
- total energy (a.u.) = -263.29338
- net charge = 0
- energy relative to the best compared isomer or geometry (same formula, charge and spin) (eV) = 1.9019

Atoms and positions in Å:
N 0.0857 0.6038 -2.5768
C -0.1067 0.5070 -1.4541
C -0.2878 0.3187 -0.0131
N 0.8456 0.4381 0.7942
O -1.1170 -1.1657 0.1888
H -0.9998 1.0066 0.2610
H 0.5754 -0.1902 1.5713
H 1.6721 0.1141 0.3839
H -0.6676 -1.6325 0.8448

Cartesian forces (eV/Å) of the 2 atoms listed first:
-0.027 0.202 -0.409
0.469 -0.803 0.496


Formula: C42H41ClEuO2P2
Source: the Open Molecules 2025 dataset
Level of theory: wB97M-V/def2-TZVPD

Calculated values
- ⟨S²⟩ = 15.761
- largest force on an atom (eV/A) = 2.4
- highest occupied orbital energy (alpha / beta) (eV) = -6.70 / -6.69
- total energy (a.u.) = -3628.56990
- spin multiplicity = 8
- net charge = 0
- energy relative to the best compared isomer or geometry (same formula, charge and spin) (eV) = 0.4181

Atoms and positions in Å:
Eu 1.3610 -1.5635 1.7532
C -2.4867 0.3550 4.9850
C -3.2366 0.2839 3.8817
C -3.7716 1.3849 3.0323
C -2.5527 2.0279 2.2675
C -1.5491 2.8434 3.0213
C -1.5778 3.3368 4.2710
C -2.5607 2.9037 5.3229
C -2.4347 1.4820 5.9425
C 3.0627 -0.0618 2.9870
H -1.9240 -0.5421 5.3031
H -3.5672 -0.6921 3.4761
H -4.4500 2.0713 3.5703
H -4.3244 0.8714 2.2173
H -1.9196 1.1966 1.9023
H -2.9119 2.5190 1.3512
H -0.5250 2.7494 2.5638
H -0.8914 4.1389 4.6049
H -3.5337 2.9211 4.8181
H -2.6228 3.6606 6.1331
H -1.6012 1.3491 6.6506
H -3.3438 1.4023 6.5456
H 3.3073 -0.6770 3.8985
H 2.4042 0.7536 3.3593
H 3.9997 0.3744 2.5057
P 0.1102 -2.3769 -3.1878
P 2.1323 0.2833 -3.7436
C -0.4519 -0.7832 -3.8444
C 0.3962 0.2116 -4.2136
C -0.5707 -3.4487 -4.5703
C -1.6477 -3.0857 -5.3911
C -2.0258 -3.8642 -6.4975
C -1.3549 -5.0590 -6.7739
C -0.2940 -5.4600 -5.9442
C 0.1044 -4.6537 -4.8706
C -1.0903 -2.5062 -1.8085
C -0.9308 -1.6246 -0.7143
C -1.7951 -1.7153 0.3704
C -2.8636 -2.6310 0.3496
C -3.0303 -3.4733 -0.7538
C -2.1322 -3.4422 -1.8301
C 2.6988 0.8544 -5.4709
C 2.4113 0.0263 -6.5760
C 2.7887 0.4018 -7.8695
C 3.4538 1.6149 -8.0863
C 3.7179 2.4605 -7.0048
C 3.3538 2.0756 -5.7043
C 2.2328 1.8913 -2.8502
C 3.4018 2.1455 -2.0957
C 3.5053 3.3312 -1.3657
C 2.4651 4.2702 -1.3792
C 1.3403 4.0286 -2.1671
C 1.2147 2.8468 -2.9042
H -1.5389 -0.6387 -3.9254
H 0.0494 1.0371 -4.8522
H -2.2056 -2.1760 -5.1825
H -2.8490 -3.5315 -7.1371
H -1.6481 -5.6663 -7.6349
H 0.2173 -6.4069 -6.1501
H 0.9461 -4.9561 -4.2438
H -0.1263 -0.8703 -0.7689
H -1.6235 -1.0367 1.2151
H -3.5534 -2.6159 1.1998
H -3.8693 -4.1694 -0.7429
H -2.2810 -4.1537 -2.6525
H 1.8918 -0.9206 -6.4041
H 2.5527 -0.2545 -8.7066
H 3.7487 1.9011 -9.0959
H 4.1988 3.4275 -7.1706
H 3.5833 2.7383 -4.8658
H 4.2110 1.4078 -2.0557
H 4.4055 3.5413 -0.7905
H 2.5456 5.2031 -0.8160
H 0.5396 4.7600 -2.2402
H 0.3154 2.6554 -3.4904
Cl 0.1844 -0.5052 10.5091
C 0.5926 -0.3960 8.8278
C 0.9813 -1.5546 8.1450
C 1.1677 -1.5545 6.7655
C 0.9067 -0.4119 5.9998
C 0.6938 0.8171 6.6772
C 0.5540 0.8064 8.0947
C 0.7461 -0.7126 4.5172
O 1.2432 -1.8511 4.1058
O 0.1956 0.0665 3.6693
H 1.1499 -2.4689 8.6774
H 1.5096 -2.4369 6.2114
H 0.6656 1.7980 6.1577
H 0.4096 1.7215 8.6864

Cartesian forces (eV/Å) of the 2 atoms listed first:
0.215 0.949 1.528
-0.185 -1.099 -0.376


Formula: C2H8NSi
Source: the Open Molecules 2025 dataset
Level of theory: wB97M-V/def2-TZVPD

Calculated values
- largest force on an atom (eV/A) = 2.9
- highest occupied orbital energy (eV) = -13.71
- total energy (a.u.) = -424.85556
- net charge = +1
- energy relative to the best compared isomer or geometry (same formula, charge and spin) (eV) = 2.5814

Atoms and positions in Å:
C 0.8140 0.8417 -0.1903
C 1.9397 0.0141 -0.4661
N 2.2689 -0.7884 0.5476
Si -1.2224 -0.2434 -0.0389
H 0.6019 1.1815 0.8034
H 0.6412 1.5624 -0.9838
H 2.3200 -0.0343 -1.4749
H 3.0061 -1.4641 0.5793
H -5.4590 -0.9382 -0.7126
H 1.7667 -0.5094 1.3669
H -1.6867 0.9572 0.7526
H -4.9903 -0.5790 -0.1832

Cartesian forces (eV/Å) of the 2 atoms listed first:
-0.684 -0.511 -1.782
-2.003 -0.711 2.030


Formula: C5H22NO6
Source: the Open Molecules 2025 dataset
Level of theory: wB97M-V/def2-TZVPD

Calculated values
- largest force on an atom (eV/A) = 0.7
- highest occupied orbital energy (eV) = -6.09
- total energy (a.u.) = -709.99251
- net charge = -1
- energy relative to the best compared isomer or geometry (same formula, charge and spin) (eV) = 0.0000

Atoms and positions in Å:
C 1.9257 0.6312 -0.6586
C 1.3445 -0.3479 0.3592
C 0.5283 0.3981 1.4167
C 1.3427 1.4371 2.1898
N 0.5713 -1.3701 -0.3545
C 0.0123 -2.4322 0.4642
O -1.2025 -2.1262 1.1013
H 1.1432 1.2898 -1.0483
H 2.6702 1.2688 -0.1883
H 2.4093 0.1052 -1.4760
H 2.1734 -0.8704 0.8428
H -0.2984 0.8978 0.9051
H 0.0675 -0.3145 2.0939
H 2.2992 1.0218 2.5224
H 0.7940 1.7696 3.0657
H 1.5325 2.3219 1.5768
H -0.2060 -0.9515 -0.8585
H -0.1374 -3.3029 -0.1855
H 0.7338 -2.6704 1.2524
H -0.8580 0.4482 -2.9376
H -2.0181 0.3286 -1.8734
O -1.7372 0.7886 -2.7211
H 1.7769 -2.0911 -1.6892
H 2.8191 -3.1767 -1.4474
O 2.5132 -2.5688 -2.1286
H -3.2898 -0.8516 -0.7300
H -1.7089 -1.4584 0.5536
O -2.4437 -0.4696 -0.4371
H -2.5285 1.4494 1.7593
H -2.7467 0.7831 0.3468
O -2.9065 1.6402 0.8987
H -1.3691 2.5399 -1.5959
H -1.9034 2.7352 -0.1813
O -1.3026 3.1480 -0.8375

Cartesian forces (eV/Å) of the 2 atoms listed first:
-0.084 0.056 0.138
-0.313 0.294 -0.216


Formula: C15H24F6O9Ti
Source: the Open Molecules 2025 dataset
Level of theory: wB97M-V/def2-TZVPD

Calculated values
- ⟨S²⟩ = 3.757
- largest force on an atom (eV/A) = 4.0
- highest occupied orbital energy (alpha / beta) (eV) = -0.88 / -3.83
- total energy (a.u.) = -2711.70166
- spin multiplicity = 4
- net charge = -1
- energy relative to the best compared isomer or geometry (same formula, charge and spin) (eV) = 0.0000

Atoms and positions in Å:
Ti 0.4280 1.0288 -0.1793
C -1.8134 3.4239 -0.4590
O -1.3993 2.4192 0.4789
O -0.7671 3.7273 -1.2265
C -3.1061 2.9800 -1.2251
F -4.1833 2.9636 -0.3798
F -3.4626 3.8294 -2.1878
F -3.0367 1.6771 -1.6003
C -2.1777 2.1910 1.6462
C -1.3941 1.6324 2.8305
H -1.2361 0.5651 2.6823
H -0.4847 2.2247 2.9224
H -2.0478 1.6971 3.7028
H -3.0096 1.5119 1.4233
H -2.7490 3.0542 2.0041
H -2.0618 4.3547 0.0727
C 3.1828 1.9873 -1.4129
O 2.3132 0.9530 -1.7776
O 2.4045 2.8388 -0.7031
C 4.4987 1.4467 -0.6955
F 4.3108 0.6130 0.3262
F 5.3327 0.9421 -1.6305
F 5.1710 2.5341 -0.2024
C 2.4763 0.2055 -2.9594
C 3.0188 -1.1981 -2.6135
H 3.9624 -1.1564 -2.0685
H 2.2403 -1.7431 -2.0839
H 3.3241 -1.7286 -3.5218
H 3.0057 0.6512 -3.8076
H 1.5365 0.0157 -3.4877
H 3.5678 2.4646 -2.3298
O 0.9419 -0.6544 1.3926
C 0.2503 -1.5681 1.8404
O -0.1572 -1.6896 3.0681
C 0.4387 -1.0892 4.2354
C 1.2905 -2.0955 4.9581
C -0.4239 -2.5269 0.8887
H -0.3738 -0.7947 4.8973
H 1.0044 -0.1818 4.0290
H 0.7661 -3.0419 5.0945
H 1.5969 -1.7998 5.9654
H 2.2732 -2.2577 4.5100
H -0.7384 -3.4634 1.3553
H 0.2234 -2.7638 0.0494
H -1.3728 -2.0277 0.6675
C -3.2887 -2.1937 -2.2380
C -2.2375 -3.0752 -3.0081
O -1.0566 -2.3407 -2.6731
C -1.3453 -1.1283 -2.1733
O -0.4841 -0.4202 -1.7060
O -2.6897 -0.9434 -2.0545
H -3.5413 -2.6337 -1.2703
H -4.1967 -2.2252 -2.8430
H -2.4553 -3.1788 -4.0667
H -2.2681 -4.0125 -2.4560

Cartesian forces (eV/Å) of the 2 atoms listed first:
0.404 0.842 -1.469
2.224 2.417 -2.214